--- w ---
{"formula": "C16H26N6O5S", "method": "ωB97M-V/def2-TZVPD", "species": ["C", "S", "C", "C", "O", "N", "C", "C", "O", "C", "C", "N", "C", "C", "O", "C", "N", "C", "N", "C", "C", "N", "O", "N", "C", "C", "O", "C", "H", "H", "H", "H", "H", "H", "H", "H", "H", "H", "H", "H", "H", "H", "H", "H", "H", "H", "H", "H", "H", "H", "H", "H", "H", "H"], "coordinates": [[-0.66, -0.92, -5.71], [-0.24, -2.41, -4.79], [-1.78, -2.84, -3.91], [-1.50, -3.33, -2.49], [-2.28, -4.07, -1.93], [-0.39, -2.85, -1.89], [-0.15, -3.08, -0.48], [-0.90, -2.11, 0.40], [-0.42, -0.81, 0.14], [-1.13, 0.19, 0.84], [-0.52, 1.54, 0.52], [0.87, 1.66, 0.97], [1.90, 1.37, 0.00], [1.07, 1.96, 2.27], [0.15, 2.14, 3.06], [2.52, 2.07, 2.74], [2.63, 2.63, 4.06], [2.04, 2.27, 5.21], [2.45, 3.04, 6.19], [3.31, 3.89, 5.56], [4.05, 4.98, 6.28], [3.74, 5.03, 7.60], [4.83, 5.72, 5.73], [3.45, 3.67, 4.28], [-2.93, -1.78, -3.81], [-3.94, -2.92, -4.10], [-5.02, -2.63, -4.94], [-2.78, -3.77, -4.63], [0.24, -0.66, -6.26], [-1.46, -1.09, -6.42], [-0.92, -0.09, -5.04], [0.18, -2.19, -2.39], [-0.47, -4.10, -0.24], [0.92, -3.00, -0.29], [-1.98, -2.16, 0.18], [-0.76, -2.36, 1.46], [-2.18, 0.19, 0.55], [-1.08, 0.01, 1.92], [-0.53, 1.70, -0.55], [-1.11, 2.32, 1.00], [2.89, 1.43, 0.44], [1.77, 0.36, -0.39], [1.85, 2.07, -0.83], [2.99, 1.08, 2.70], [3.10, 2.73, 2.10], [1.32, 1.47, 5.28], [3.07, 4.38, 7.99], [4.17, 5.73, 8.17], [-3.01, -1.23, -2.87], [-2.91, -1.08, -4.64], [-4.35, -3.33, -3.18], [-4.69, -2.36, -5.80], [-2.68, -3.66, -5.72], [-2.75, -4.83, -4.37]], "smiles": "CS[C@]1(C(=O)NCCOCCN(C)C(=O)Cn2cnc(C(N)=O)n2)C[C@H](O)C1", "e_lumo_ha": 0.00696}

--- x ---
{"formula": "C16H26N6O5S", "method": "ωB97M-V/def2-TZVPD", "species": ["C", "S", "C", "C", "O", "N", "C", "C", "O", "C", "C", "N", "C", "C", "O", "C", "N", "C", "N", "C", "C", "N", "O", "N", "C", "C", "O", "C", "H", "H", "H", "H", "H", "H", "H", "H", "H", "H", "H", "H", "H", "H", "H", "H", "H", "H", "H", "H", "H", "H", "H", "H", "H", "H"], "coordinates": [[1.83, -3.25, -0.52], [3.15, -3.19, 0.71], [2.39, -3.94, 2.17], [0.89, -3.69, 2.20], [0.07, -4.59, 2.08], [0.53, -2.39, 2.38], [-0.86, -1.98, 2.34], [-1.40, -1.87, 0.93], [-0.65, -0.89, 0.24], [-1.04, -0.75, -1.11], [-0.13, 0.25, -1.78], [-0.23, 1.58, -1.18], [0.74, 1.95, -0.16], [-1.19, 2.40, -1.65], [-2.01, 2.06, -2.49], [-1.24, 3.81, -1.05], [-2.01, 4.71, -1.86], [-3.32, 4.67, -2.18], [-3.60, 5.66, -3.00], [-2.40, 6.27, -3.17], [-2.22, 7.48, -4.04], [-3.38, 7.86, -4.64], [-1.16, 8.04, -4.18], [-1.41, 5.73, -2.50], [2.72, -5.42, 2.47], [2.92, -5.02, 3.95], [3.93, -5.64, 4.70], [3.10, -3.56, 3.50], [2.29, -2.98, -1.47], [1.42, -4.26, -0.61], [1.04, -2.54, -0.28], [1.25, -1.70, 2.27], [-1.45, -2.72, 2.89], [-0.94, -1.02, 2.84], [-1.32, -2.84, 0.42], [-2.46, -1.59, 0.96], [-0.96, -1.72, -1.63], [-2.08, -0.42, -1.17], [0.91, -0.08, -1.69], [-0.39, 0.32, -2.83], [0.30, 2.62, 0.58], [1.05, 1.05, 0.36], [1.62, 2.44, -0.60], [-1.66, 3.75, -0.04], [-0.25, 4.25, -0.97], [-3.99, 3.92, -1.82], [-4.22, 7.33, -4.49], [-3.36, 8.65, -5.26], [1.95, -6.15, 2.23], [3.67, -5.70, 2.01], [2.00, -5.15, 4.52], [4.75, -5.63, 4.19], [4.16, -3.35, 3.31], [2.68, -2.76, 4.10]], "smiles": "CS[C@]1(C(=O)NCCOCCN(C)C(=O)Cn2cnc(C(N)=O)n2)C[C@H](O)C1", "e_lumo_ha": 0.00978}

The most stable of them is x.

--- w ---
{"formula": "C2H5N6", "method": "ωB97M-V/def2-TZVPD", "species": ["C", "C", "N", "N", "N", "N", "N", "N", "H", "H", "H", "H", "H"], "coordinates": [[0.95, -0.44, 1.72], [-1.16, -0.63, 0.75], [-0.43, -1.28, 2.76], [-1.39, -1.16, 2.06], [2.16, -0.44, 1.74], [-2.19, -0.46, -0.11], [0.09, -0.10, 0.64], [0.80, 0.22, -0.42], [2.63, -0.88, 2.51], [-2.96, -1.12, 0.36], [1.82, 0.50, -0.23], [0.22, 0.93, -0.97], [-1.95, -0.36, -1.10]], "total_charge": 1, "e_lumo_ha": -0.22085}

--- x ---
{"formula": "C2H5N6", "method": "ωB97M-V/def2-TZVPD", "species": ["C", "C", "N", "N", "N", "N", "N", "N", "H", "H", "H", "H", "H"], "coordinates": [[1.01, 0.74, 0.68], [-0.78, -0.74, 0.35], [-0.03, -0.33, 2.48], [-0.76, -0.78, 1.67], [1.56, 1.79, 0.98], [-1.41, -1.45, -0.58], [0.26, 0.16, -0.17], [0.22, 0.40, -1.59], [2.22, 2.27, 1.52], [-2.07, -2.13, -0.25], [0.59, -0.41, -2.02], [0.62, 1.41, -1.67], [-1.44, -0.95, -1.40]], "total_charge": 1, "e_lumo_ha": [-0.20729, -0.20259]}

The most stable of them is w.